Record 1
65
Properties=species:S:1:pos:R:3:mulliken_charge:R:1 method="wB97M-V/def2-TZVPD" s2=3.764 multiplicity=4 gap_ev="8.26 / 8.35" total_charge=+1
As 1.37 -3.35 0.04 0.454
As 0.00 -1.09 -1.82 0.794
V 0.86 -0.70 0.63 0.298
P -0.01 1.77 1.25 1.149
O -0.43 -0.73 2.73 -0.600
O 1.73 -0.29 2.60 -0.689
C 1.28 3.91 -1.95 -0.779
C -0.60 -3.28 -3.60 -0.318
C 0.53 1.50 5.21 -0.516
C -0.01 2.25 2.98 0.227
C -2.32 3.13 0.42 -0.150
C 3.01 -4.38 -0.04 -1.227
C 0.41 3.33 -1.04 -0.524
C 2.64 4.01 -1.69 -0.598
C -2.52 0.78 0.92 -0.575
C 0.52 -5.23 -1.96 -0.641
C 1.17 -0.28 -3.12 -1.101
C -3.60 3.13 -0.12 -0.728
C 0.35 1.23 3.85 1.154
C 0.60 -0.07 3.16 0.211
C -3.84 0.80 0.48 -0.903
C 2.29 3.08 0.51 -0.747
C -0.29 3.73 4.82 -0.655
C -1.77 1.95 0.85 0.534
C 3.14 3.63 -0.45 -0.697
C 0.57 -3.89 -1.62 0.439
C -0.02 -2.93 -2.40 0.374
C -0.35 3.51 3.45 -0.632
C -1.63 -0.41 -2.57 -1.210
C -4.36 1.97 -0.08 -0.616
C 0.43 -4.55 1.27 -1.212
C 0.22 2.77 5.70 -0.613
C 0.93 2.91 0.17 0.743
C -0.07 -5.57 -3.17 -0.790
C -0.62 -4.60 -4.01 -0.930
H -0.59 3.16 -1.36 0.379
H 3.46 -4.35 0.94 0.456
H 1.02 -4.64 2.20 0.396
H -2.49 -0.78 -2.09 0.466
H -1.59 0.68 -2.43 0.251
H 3.33 4.41 -2.43 0.420
H 0.27 2.98 6.77 0.384
H -2.12 -0.12 1.34 0.597
H 1.14 0.81 -2.99 0.291
H 0.31 -5.52 0.79 0.473
H 4.20 3.76 -0.25 0.405
H 0.85 -0.54 -4.12 0.443
H 2.62 2.79 1.50 0.457
H -4.45 -0.06 0.61 0.521
H 2.80 -5.36 -0.38 0.440
H 0.92 4.27 -2.91 0.400
H -1.06 -4.89 -4.97 0.396
H 0.86 0.69 5.89 0.456
H 2.17 -0.66 -2.96 0.382
H 3.73 -3.92 -0.77 0.340
H -0.54 -4.12 1.50 0.312
H -1.73 -0.61 -3.65 0.458
H -1.03 -2.52 -4.27 0.245
H 0.89 -6.01 -1.30 0.291
H -1.76 4.06 0.41 0.432
H -5.39 2.03 -0.48 0.395
H -0.57 4.70 5.20 0.414
H -0.13 -6.62 -3.44 0.389
H -0.70 4.31 2.78 0.351
H -4.01 4.05 -0.53 0.438

Record 2
45
Properties=species:S:1:pos:R:3:mulliken_charge:R:1 method="wB97M-V/def2-TZVPD" smiles="Cc1cc(/C=N/NC(=O)c2ccncc2)c(C)n1-c1cccc(C(F)(F)F)c1" multiplicity=1 gap_ev=8.27
F 2.92 -5.02 4.64 -0.279
F 1.47 -5.18 3.06 -0.257
F 0.91 -4.31 4.95 -0.255
O -2.95 1.02 -5.68 -0.632
N -1.84 0.32 -3.87 -0.226
N 1.06 -0.56 1.09 0.526
N -3.64 4.87 -2.55 -0.615
N -1.33 0.50 -2.64 -0.035
C 1.84 -1.16 2.09 -0.782
C 2.29 -3.01 3.54 -0.018
C -0.04 -0.23 -0.82 0.995
C -3.33 4.84 -3.83 -0.333
C -2.60 1.23 -4.53 0.047
C 3.70 -1.08 3.61 -0.794
C 3.39 -2.35 4.08 -0.645
C 2.94 -0.49 2.62 -0.260
C -2.95 2.48 -3.79 0.615
C 1.29 -2.44 -0.56 -1.786
C -0.23 0.90 0.03 -0.954
C -0.59 -0.40 -2.13 -0.605
C 0.56 1.54 2.40 -1.591
C -2.99 3.68 -4.51 -0.391
C -3.28 2.51 -2.44 -0.079
C 1.51 -2.42 2.56 0.051
C 0.46 0.69 1.18 0.544
C 1.91 -4.38 4.04 0.902
C 0.76 -1.12 -0.12 0.210
C -3.62 3.73 -1.88 -0.455
H -0.30 2.19 2.44 0.411
H -3.37 5.79 -4.35 0.372
H 0.65 -2.94 2.16 0.514
H 0.58 -3.25 -0.35 0.297
H 0.58 0.93 3.30 0.353
H 2.22 -2.67 -0.04 0.375
H -1.61 -0.53 -4.39 0.252
H 1.48 -2.43 -1.63 0.490
H 1.45 2.16 2.38 0.267
H -0.36 -1.33 -2.66 0.341
H -3.89 3.80 -0.83 0.386
H 3.98 -2.82 4.84 0.486
H 3.21 0.48 2.24 0.555
H 4.56 -0.56 4.02 0.401
H -0.81 1.77 -0.23 0.690
H -3.29 1.60 -1.85 0.488
H -2.75 3.68 -5.56 0.419

Record 3
51
Properties=species:S:1:pos:R:3:mulliken_charge:R:1 method="wB97M-V/def2-TZVPD" relative_energy_kj_mol=210.9 s2=0.828 multiplicity=2 gap_ev="5.98 / 5.96" total_charge=+2
I -2.91 -4.31 -1.16 0.299
I -6.95 -1.20 -0.33 0.200
I -1.36 4.22 2.81 0.189
Mn 0.13 -0.45 -0.47 0.223
O 0.05 -2.54 -0.90 -0.483
N 1.97 -1.07 0.37 0.406
N -1.69 -0.04 -1.48 -0.136
N 0.29 1.53 -0.10 0.359
C 0.40 4.27 0.34 -0.111
C -4.90 -1.53 -0.27 -0.302
C -4.42 0.24 -2.09 -0.803
C -1.27 -2.08 2.00 -1.141
C -2.12 -3.30 1.72 0.728
C -0.36 2.09 0.93 -0.135
C 3.10 -0.53 -0.42 -1.288
C -4.41 -2.50 0.52 -0.991
C -2.10 0.84 -2.40 -0.215
C -2.65 -0.81 -0.93 -0.278
C 0.10 -4.25 0.78 -0.664
C 0.99 2.33 -0.92 -0.425
C 2.01 -2.56 0.37 -0.801
C -1.11 -1.27 0.90 0.521
C 1.07 3.70 -0.73 -0.993
C -2.94 -2.85 0.49 -0.181
C -2.19 -1.67 0.09 0.760
C -0.33 3.45 1.19 -0.671
C 2.09 -0.56 1.76 -1.225
C -4.03 -0.71 -1.13 0.878
C 0.64 -3.10 0.02 1.100
C -3.45 0.98 -2.73 -0.984
C -1.05 -4.36 1.47 -1.119
H -5.06 -3.14 1.09 0.507
H 1.50 1.85 -1.74 0.584
H -5.47 0.39 -2.32 0.316
H 0.45 5.34 0.51 0.434
H -2.75 -3.63 2.55 0.825
H 3.12 0.55 -0.34 0.385
H 2.68 -2.91 -0.42 0.415
H 3.06 -0.83 2.18 0.439
H 4.05 -0.92 -0.05 0.379
H -0.72 -2.02 2.93 0.480
H 3.00 -0.82 -1.47 0.460
H -0.93 1.42 1.57 0.438
H 2.39 -2.94 1.32 0.474
H -1.34 1.46 -2.86 0.577
H -1.19 -5.29 2.00 0.505
H -3.73 1.71 -3.48 0.428
H 1.65 4.30 -1.42 0.463
H 0.79 -5.09 0.85 0.516
H 1.30 -0.99 2.37 0.304
H 1.99 0.52 1.76 0.359

Record 4
55
Properties=species:S:1:pos:R:3:mulliken_charge:R:1 method="wB97M-V/def2-TZVPD" relative_energy_kj_mol=0.0 s2=0.779 multiplicity=2 gap_ev="8.02 / 8.07"
Co -0.09 0.13 -0.65 -0.291
Si -1.88 2.52 0.97 -0.301
F 4.36 2.10 -0.30 -0.316
F 1.78 1.41 -0.59 -0.356
F 5.64 -1.69 -2.77 -0.327
F 3.11 -2.40 -3.09 -0.352
N -1.09 1.00 0.79 0.499
N -1.57 -1.07 -1.33 0.679
N 0.45 -0.56 1.24 0.293
N 0.99 -0.71 -1.95 0.031
C -3.66 2.35 1.54 -1.086
C 5.09 0.23 -1.53 -0.488
C -1.82 -2.11 -0.33 -1.129
C 2.33 -0.50 -1.86 -0.027
C 2.05 -2.38 1.28 -1.114
C -0.89 0.10 3.11 -0.851
C 2.76 0.64 -1.15 0.360
C -0.25 -0.85 3.87 -0.509
C 0.43 -1.92 -2.49 -0.492
C 4.70 -0.90 -2.23 0.093
C -0.54 0.23 1.75 0.676
C -2.81 -0.32 -1.57 -1.170
C -1.06 -1.65 -2.60 -1.049
C 4.07 1.00 -0.99 -0.138
C -0.96 3.61 2.19 -1.094
C -1.87 3.30 -0.73 -0.936
C 1.04 -1.51 1.97 0.769
C 3.38 -1.27 -2.39 0.918
C 0.72 -1.68 3.31 -0.966
H -3.58 -0.97 -2.01 0.344
H -1.68 0.72 3.52 0.358
H -2.57 4.12 -0.81 0.394
H -1.64 -2.55 -2.86 0.362
H 0.81 -2.18 -3.48 0.464
H -2.61 -2.79 -0.68 0.359
H -1.39 4.62 2.20 0.382
H -3.73 1.86 2.52 0.331
H -1.22 -0.90 -3.38 0.391
H 1.23 -2.43 3.89 0.469
H 6.13 0.49 -1.41 0.501
H 2.44 -1.88 0.39 -0.057
H 2.88 -2.62 1.94 0.512
H 0.62 -2.80 -1.85 0.344
H -2.62 0.50 -2.26 0.324
H -0.91 -2.69 -0.16 0.258
H -4.14 3.33 1.63 0.386
H -2.12 -1.65 0.60 0.282
H -0.51 -0.96 4.91 0.415
H -2.13 2.56 -1.50 0.170
H 1.59 -3.32 0.97 0.211
H -4.25 1.76 0.83 0.323
H -0.87 3.68 -0.97 0.255
H -3.17 0.08 -0.63 0.270
H 0.09 3.69 1.90 0.309
H -1.01 3.22 3.20 0.324